[1]
Density functional theory data (wB97M-V/def2-TZVPD) for a 4-piece molecular cluster, C4H12O4 overall in a non-equilibrium geometry.

The LUMO energy (spin up / spin down) is 3.30 / 3.42 eV. The calculation puts the total energy at -12530.157 eV. Its expectation value of S² is 0.750. The HOMO energy (spin up / spin down) comes out at 0.0341 / -0.2142 Eh. The HOMO-LUMO gap (spin up / spin down) comes out at 2.4 / 9.2 eV.

```
! RIJCOSX wB97M-V def2-TZVPD def2/J DEFGRID3
* xyz -1 2
C -1.350 2.849 1.007
C -0.637 1.876 0.405
O -1.199 0.642 0.211
C 0.781 1.863 0.013
C 1.292 2.661 -0.938
H -2.274 2.587 1.502
H -0.867 3.804 1.231
H -2.132 0.594 0.550
H 1.458 1.340 0.652
H 0.692 3.344 -1.531
H 2.357 2.721 -1.150
H -2.204 -1.646 1.915
H -3.110 -0.654 2.856
O -2.913 -0.995 1.982
H 3.571 -4.738 -3.652
H 4.360 -4.725 -2.437
O 4.400 -4.351 -3.329
H -0.004 -2.494 0.443
H -1.261 -1.986 -0.165
O -0.958 -2.693 0.437
*
```

[2]
Density functional theory data (wB97M-V/def2-TZVPD) for a 2-piece molecular cluster, C4H12O4 overall in a non-equilibrium geometry.

The LUMO energy is 0.54 eV. Its SMILES is OCCO.OCCO. The calculation puts the total energy at -12530.912 eV. The HOMO energy comes out at -0.3473 Eh. The HOMO-LUMO gap comes out at 10.0 eV.

```
! RIJCOSX wB97M-V def2-TZVPD def2/J DEFGRID3
* xyz 0 1
O 1.864 -2.650 0.321
C 1.805 -2.721 -1.082
C 0.639 -1.876 -1.648
O 0.509 -0.774 -0.771
H 1.386 -3.452 0.620
H 2.766 -2.389 -1.518
H 1.690 -3.800 -1.302
H 0.925 -1.632 -2.689
H -0.339 -2.394 -1.681
H 0.917 -1.147 0.037
O -2.112 1.342 -0.365
C -1.320 2.402 0.178
C -1.171 2.203 1.720
O -0.419 3.257 2.215
H -1.509 0.573 -0.436
H -0.331 2.330 -0.314
H -1.735 3.403 -0.046
H -2.043 2.046 2.384
H -0.512 1.319 1.817
H -1.009 3.960 2.559
*
```

[3]
Density functional theory data (wB97M-V/def2-TZVPD) for a 4-piece molecular cluster, C4H12O4 overall in a non-equilibrium geometry.

The LUMO energy is -3.60 eV. The calculation puts the total energy at -12527.136 eV. The HOMO energy comes out at -0.2832 Eh. The HOMO-LUMO gap comes out at 4.1 eV.

```
! RIJCOSX wB97M-V def2-TZVPD def2/J DEFGRID3
* xyz 0 1
C -2.654 -0.423 -0.160
C -2.558 0.596 0.946
C -1.310 1.296 1.023
C -0.314 1.402 0.130
O 0.755 2.328 0.459
H -3.279 -1.450 0.019
H -3.160 -0.095 -1.128
H -3.316 0.658 1.751
H -1.156 1.785 2.027
H -0.427 1.023 -0.923
H 1.467 1.674 0.474
H 1.293 -1.678 -1.325
H -1.590 -0.740 -0.347
O 0.502 -1.141 -1.760
H 3.720 0.295 0.932
H 2.914 -0.578 -0.006
O 3.013 0.335 0.354
H 2.665 -2.899 -0.308
H 1.077 -0.387 -1.652
O 2.359 -2.001 -0.507
*
```

[4]
Density functional theory data (wB97M-V/def2-TZVPD) for C4H12O4 as an isolated structure in a non-equilibrium geometry.

The LUMO energy (spin up / spin down) is -1.31 / -1.31 eV. The calculation puts the total energy at -12527.893 eV. The HOMO energy (spin up / spin down) comes out at -0.3479 / -0.3481 Eh. The HOMO-LUMO gap (spin up / spin down) comes out at 8.2 / 8.2 eV.

```
! RIJCOSX wB97M-V def2-TZVPD def2/J DEFGRID3
* xyz 0 1
C -0.347 -0.574 -0.086
C -1.713 -0.324 -0.705
C -2.824 -1.116 -0.020
O 0.647 0.071 -0.866
O -0.366 -0.068 1.234
H 0.717 1.269 -0.594
H 0.441 -0.325 1.694
H -0.117 -1.649 -0.080
H -1.909 0.749 -0.642
H -1.644 -0.584 -1.763
H -2.892 -0.848 1.033
H -2.641 -2.190 -0.088
H -3.786 -0.907 -0.487
C 3.021 0.349 0.227
O 2.849 1.575 0.573
O 1.147 2.346 -0.212
H 0.824 2.514 0.683
H 1.822 -0.051 -0.379
H 3.007 -0.398 1.039
H 3.765 0.162 -0.561
*
```

[5]
Density functional theory data (wB97M-V/def2-TZVPD) for a 3-piece molecular cluster, C4H12O4 overall in a non-equilibrium geometry.

The LUMO energy (spin up / spin down) is -4.06 / -7.82 eV. The calculation puts the total energy at -12519.933 eV. Its expectation value of S² is 0.755. The HOMO energy (spin up / spin down) comes out at -0.5152 / -0.5131 Eh. The HOMO-LUMO gap (spin up / spin down) comes out at 10.0 / 6.1 eV.

```
! RIJCOSX wB97M-V def2-TZVPD def2/J DEFGRID3
* xyz 1 2
O -2.538 -1.299 -0.164
C -2.181 -0.216 -0.579
C -1.547 0.825 0.298
C -0.011 0.535 0.232
C 0.779 1.783 0.654
O 0.257 0.142 -1.087
H -2.323 -0.051 -1.665
H -1.696 1.795 -0.124
H -1.981 0.732 1.314
H 0.161 -0.272 0.981
H 1.827 1.525 0.557
H 0.588 2.585 -0.083
H 0.580 2.105 1.689
H 1.749 -0.337 0.057
H 1.534 -1.610 0.113
H 2.899 -0.910 -0.182
O 2.145 -0.906 0.455
H -0.622 -2.580 -0.453
H 0.147 -1.481 -1.155
O 0.234 -2.363 -0.859
*
```

[6]
Density functional theory data (wB97M-V/def2-TZVPD) for a 2-piece molecular cluster, C4H12OS overall in a non-equilibrium geometry.

The LUMO energy is 0.75 eV. Its SMILES is CCO.CCS. The calculation puts the total energy at -17224.143 eV. The HOMO energy comes out at -0.3451 Eh. The HOMO-LUMO gap comes out at 10.1 eV.

```
! RIJCOSX wB97M-V def2-TZVPD def2/J DEFGRID3
* xyz 0 1
C -3.131 1.526 -0.126
C -1.678 1.087 -0.087
O -1.380 -0.249 0.245
H -3.790 1.034 -0.855
H -3.008 2.627 -0.313
H -3.562 1.312 0.876
H -1.333 1.400 -1.072
H -1.099 1.785 0.581
H -0.612 -0.531 -0.345
C 2.749 -1.636 0.683
C 1.491 -0.919 0.280
S 1.981 0.499 -0.913
H 3.451 -1.617 -0.159
H 3.273 -1.169 1.533
H 2.718 -2.766 0.947
H 0.889 -0.565 1.116
H 0.927 -1.530 -0.424
H 2.114 -0.288 -1.965
*
```

[7]
Density functional theory data (wB97M-V/def2-TZVPD) for a 2-piece molecular cluster, C4H12OS overall.

The LUMO energy is 0.87 eV. Its SMILES is CCO.CCS. The calculation puts the total energy at -17224.865 eV. The HOMO energy comes out at -0.3306 Eh. The HOMO-LUMO gap comes out at 9.9 eV.

```
! RIJCOSX wB97M-V def2-TZVPD def2/J DEFGRID3
* xyz 0 1
C -0.564 2.226 -0.242
C -1.660 1.647 0.641
O -1.258 1.435 1.990
H -0.468 3.316 -0.208
H -0.771 1.946 -1.274
H 0.422 1.810 -0.029
H -2.547 2.291 0.595
H -1.950 0.674 0.265
H -1.234 2.296 2.438
C 1.894 -1.954 -0.012
C 0.714 -1.451 -0.832
S -0.234 -2.822 -1.570
H 1.542 -2.420 0.905
H 2.537 -2.606 -0.583
H 2.487 -1.091 0.312
H 1.064 -0.846 -1.665
H 0.114 -0.813 -0.206
H -0.087 -3.637 -0.525
*
```